ORCA calculation (ωB97M-V/def2-TZVPD) on C6H8IrO6 as an isolated structure at a distorted geometry.

```
21
Properties=species:S:1:pos:R:3:forces:R:3
O -2.609 0.223 0.676 -1.0 -0.5 0.7
C 0.905 1.248 1.177 0.1 1.3 1.3
C -2.442 1.509 0.214 0.1 2.5 -0.8
O 1.732 1.626 1.972 -0.7 -1.4 -1.6
O -0.113 2.035 0.885 -0.9 0.4 -0.4
C -1.036 1.899 -0.223 0.7 -0.3 -0.1
H -2.762 2.244 0.981 0.0 -0.6 -0.1
H -3.068 1.701 -0.683 0.1 -0.4 0.5
H -1.058 2.895 -0.682 -0.2 -0.3 0.1
H -0.623 1.203 -0.962 -0.1 0.1 0.1
H 0.693 -2.723 -1.831 -0.2 0.4 0.1
O 0.110 -0.910 1.643 0.5 -0.2 0.5
O -0.094 -1.039 -0.830 0.6 0.2 -1.1
C 0.968 -1.749 -1.396 1.0 -0.4 -0.7
C 1.973 -1.962 -0.272 0.3 -0.3 0.4
O 2.016 -0.705 0.431 -1.3 0.4 -0.7
C 0.814 -0.251 0.807 4.3 0.2 1.9
H 1.424 -1.113 -2.176 -0.3 -0.2 0.2
H 2.985 -2.136 -0.648 -0.3 -0.1 0.2
H 1.663 -2.755 0.422 0.1 0.1 -0.2
Ir -1.477 -1.240 0.497 -2.8 -0.9 -0.4
```
Positions in Å, forces in eV/Å.

The expectation value of S² is 6.01. The spin multiplicity is 5. As for the gap between HOMO and LUMO (alpha / beta): 8.849 / 7.235 eV. The total energy comes out at -788.68284 hartree. The net charge is +1. The calculation puts the LUMO energy (alpha / beta) at -5.190 / -7.261 eV. The largest force on an atom is 4.70 eV Å⁻¹.

Atomic partial charges in e from the Löwdin method, atoms 1 to 4: number 1, O, carries -0.3126; number 2, C, carries -0.3744; number 3, C, carries -0.2453; number 4, O, carries 0.2242